Record 1
A 10-piece molecular cluster, C24H68O10 overall in a non-equilibrium geometry, computed with ωB97M-V/def2-TZVPD.

XYZ file:
```
102
C24H68O10 | the OMol25 dataset | ωB97M-V/def2-TZVPD
C -0.7939 -0.3798 -0.2195
C 0.3700 0.5033 0.1014
O 1.6333 -0.0804 -0.0783
H -1.7037 0.1968 0.0096
H -0.7732 -1.3339 0.3510
H -0.7736 -0.7081 -1.2705
H 0.2570 0.8781 1.1362
H 0.3135 1.3862 -0.4807
H 2.1221 0.4889 -0.7053
C 5.4030 -0.7800 -1.6645
C 5.2597 -1.1259 -0.2231
O 6.5801 -1.2069 0.3075
H 5.5302 -1.6770 -2.2987
H 6.2298 -0.0877 -1.8421
H 4.5285 -0.3564 -2.1616
H 4.6726 -1.9948 -0.0750
H 4.6878 -0.4502 0.3855
H 6.6371 -2.0668 0.7321
C 2.7935 3.9799 1.2648
C 4.2657 3.8983 1.3641
O 4.7887 3.7470 0.0262
H 2.6321 4.8828 0.6211
H 2.4485 4.0830 2.2992
H 2.4667 3.0507 0.7746
H 4.4591 3.0103 1.9750
H 4.6712 4.8120 1.8327
H 5.7387 3.5411 0.1044
C 1.6393 -0.5066 3.9493
C 0.9957 -1.7329 4.6073
O 0.7761 -1.6672 6.0307
H 2.0171 -0.6819 2.9481
H 2.3778 -0.1946 4.6864
H 0.9190 0.2857 3.8500
H 1.6296 -2.5884 4.4416
H 0.0407 -1.9841 4.1203
H 0.4167 -0.7919 6.1920
C -6.4195 0.4895 -1.8983
C -5.7924 -0.8273 -2.2007
O -4.8063 -0.6435 -3.2102
H -7.0845 0.4282 -1.0428
H -6.9946 0.7730 -2.7609
H -5.7191 1.3043 -1.8033
H -6.5813 -1.5424 -2.4749
H -5.2906 -1.1697 -1.2353
H -4.6254 -1.4697 -3.6427
C -2.2525 -3.9543 1.2845
C -2.4161 -4.5087 2.7095
O -3.7029 -4.1840 3.3214
H -2.6377 -2.9557 1.0890
H -2.6677 -4.6247 0.5151
H -1.1812 -3.9542 1.0449
H -1.8192 -3.9356 3.3476
H -2.2320 -5.6429 2.6548
H -4.3615 -4.6936 2.8498
C 1.4772 1.1791 -3.5324
C 2.7688 1.9109 -3.1074
C 2.8401 3.4197 -3.4229
O 2.7773 1.8180 -1.6756
H 0.7061 1.5290 -2.8242
H 1.6992 0.1208 -3.4071
H 1.1048 1.3807 -4.5151
H 3.6676 1.4512 -3.5547
H 2.8023 3.6416 -4.5051
H 3.7685 3.7742 -2.9806
H 1.9824 4.0382 -3.0304
H 3.6291 2.0429 -1.2779
C -4.0709 -0.3463 1.9121
C -3.5152 -0.2120 3.2964
C -2.6415 1.0957 3.4877
O -4.6317 -0.1275 4.2157
H -4.6564 0.5050 1.6354
H -4.5971 -1.2918 1.8946
H -3.2195 -0.4016 1.2063
H -2.9206 -1.0987 3.4718
H -3.1038 2.0103 3.1158
H -1.7445 1.0163 2.8868
H -2.4583 1.1830 4.5500
H -4.8503 -1.0019 4.5552
C 0.4179 -3.8621 -1.6091
C 1.3276 -3.4551 -2.7451
C 2.6356 -2.7785 -2.3362
O 1.5797 -4.6784 -3.3790
H 0.0232 -3.0452 -0.9439
H 0.9516 -4.5409 -0.9608
H -0.4530 -4.3894 -2.0337
H 0.8484 -2.6915 -3.3996
H 3.2758 -3.4880 -1.8538
H 2.3511 -1.9925 -1.6507
H 3.1225 -2.3845 -3.2647
H 2.3178 -4.6143 -4.0110
C -1.9392 2.9944 0.2948
C -1.6286 2.9255 -1.1479
C -2.7911 3.4006 -2.0365
O -0.4143 3.6632 -1.4762
H -2.8715 2.4314 0.4585
H -2.1320 4.0505 0.5477
H -1.1201 2.6382 0.8901
H -1.3862 1.9020 -1.5369
H -3.6441 2.7611 -1.9490
H -2.3599 3.3412 -3.0441
H -3.1365 4.3758 -1.7574
H -0.4601 4.5624 -1.0893
```

Its charge is 0. The HOMO energy is -9.8 eV. As for the structure (SMILES): CC(C)O.CC(C)O.CC(C)O.CC(C)O.CCO.CCO.CCO.CCO.CCO.CCO. The value obtained for the HOMO-LUMO gap is 10.370 eV. The value obtained for the energy above the lowest of the compared OMol25 structures with the same formula, charge and spin is 4.112 eV. As for the lowest unoccupied orbital energy: 0.54 eV.


Record 2
C24H70ClF7GaO17S as an isolated structure in a non-equilibrium geometry, computed with ωB97M-V/def2-TZVPD.

XYZ file:
```
121
C24H70ClF7GaO17S | the OMol25 dataset | ωB97M-V/def2-TZVPD
C 1.3306 2.8342 6.5025
C 0.4860 2.1827 5.4065
C -0.9414 1.8753 5.8605
C -1.9003 1.2540 4.7950
C -1.2664 0.8314 3.4639
Ga -2.4558 -0.5078 2.5341
C -3.8144 0.2954 1.2254
C -3.3975 1.5643 0.6307
O -3.2307 2.6143 1.1888
Cl -3.1028 1.5328 -1.1622
S -1.1308 -2.1736 1.4928
O -1.7055 -2.6823 0.2463
O -0.7802 -3.1828 2.4862
C 0.5624 -1.5553 0.9606
F 1.1685 -0.9222 2.0035
F 1.3065 -2.6479 0.6529
C 0.5514 -0.6031 -0.2741
F -0.6757 -0.0882 -0.4745
F 0.9171 -1.2906 -1.3860
C 1.5331 0.5912 -0.1596
F 2.7782 0.1561 0.0768
F 1.5474 1.2505 -1.3305
F 1.1709 1.4487 0.7934
H 0.9679 3.8352 6.7540
H 1.3714 2.2034 7.3956
H 2.3625 2.9351 6.1459
H 0.4849 2.7894 4.4962
H 0.9772 1.2387 5.1376
H -1.3849 2.8219 6.2011
H -0.8937 1.2318 6.7472
H -2.3584 0.3668 5.2479
H -2.7034 1.9703 4.6025
H -1.0804 1.6938 2.8141
H -0.3065 0.3281 3.6238
H -3.2704 -1.3184 3.6045
H -4.7281 0.4768 1.7990
H -4.0487 -0.4301 0.4430
C 3.7287 4.1330 -2.2192
O 2.3820 4.5903 -2.1829
H 4.3088 4.8488 -2.7973
H 4.1468 4.0697 -1.2109
H 3.7922 3.1532 -2.6997
H 1.8645 3.9582 -1.6751
C -3.6483 5.3187 -1.4119
O -2.9755 5.2422 -0.1658
H -3.4815 6.3146 -1.8214
H -3.2584 4.5800 -2.1178
H -4.7243 5.1622 -1.2961
H -3.1278 4.3576 0.1944
C 5.8980 1.9513 -4.9253
O 6.4882 2.0500 -3.6284
H 5.6738 2.9559 -5.2758
H 6.5843 1.4732 -5.6277
H 4.9731 1.3733 -4.8767
H 6.6751 1.1556 -3.3312
C -4.8372 -2.2287 7.0806
O -4.5893 -2.2204 5.6850
H -5.0248 -1.2022 7.3910
H -5.7149 -2.8381 7.3184
H -3.9723 -2.6105 7.6339
H -4.4377 -3.1316 5.4156
C -7.3418 -4.4058 4.1946
O -6.6567 -4.6456 5.4207
H -7.1801 -3.3662 3.9191
H -6.9390 -5.0509 3.4138
H -8.4162 -4.5844 4.2979
H -6.7977 -5.5708 5.6426
C 2.3360 0.8193 -6.6701
O 3.4353 -0.0871 -6.7177
H 2.5736 1.5964 -5.9476
H 2.1697 1.2790 -7.6480
H 1.4255 0.3035 -6.3544
H 3.2098 -0.7707 -7.3588
C 3.4167 0.6886 3.5017
O 3.9247 1.2400 4.7163
H 2.5429 0.0965 3.7532
H 3.1187 1.4774 2.8067
H 4.1574 0.0423 3.0225
H 4.6958 1.7700 4.4995
C -6.5431 7.0867 -3.2076
O -6.2436 5.7415 -3.5541
H -5.6555 7.5021 -2.7374
H -6.7863 7.6838 -4.0916
H -7.3731 7.1419 -2.4976
H -7.0217 5.3582 -3.9670
C -6.8173 -8.1129 1.9947
O -6.2473 -7.4504 3.1107
H -7.7465 -8.5744 2.3247
H -7.0418 -7.4138 1.1832
H -6.1521 -8.8938 1.6142
H -5.4164 -7.0536 2.8174
C -2.1709 -7.6680 2.0715
O -3.1915 -7.3673 3.0259
H -2.6468 -7.8255 1.1119
H -1.4720 -6.8365 1.9788
H -1.6291 -8.5741 2.3631
H -2.7650 -7.2143 3.8727
C 2.2363 -3.4289 -6.0529
O 2.4491 -3.1805 -7.4451
H 2.0871 -2.4687 -5.5672
H 1.3506 -4.0499 -5.9017
H 3.1062 -3.9180 -5.6093
H 2.5884 -4.0310 -7.8689
C -1.7938 -6.4476 -1.9279
O -2.3363 -6.1249 -0.6603
H -2.0130 -7.4968 -2.1221
H -2.2414 -5.8446 -2.7239
H -0.7084 -6.3077 -1.9468
H -2.1403 -5.1967 -0.4749
C 8.0095 5.2104 -3.9945
O 8.7542 4.7473 -2.8735
H 8.1888 6.2780 -4.1054
H 8.3326 4.6985 -4.9045
H 6.9400 5.0419 -3.8477
H 8.5731 3.8046 -2.7924
C 11.2787 4.1758 -6.8495
O 10.5023 3.6506 -5.7823
H 11.1775 3.4930 -7.6898
H 10.9224 5.1637 -7.1555
H 12.3361 4.2453 -6.5792
H 10.5826 4.2488 -5.0319
```

Its charge is -1. The HOMO energy is -6.1 eV. The value obtained for the HOMO-LUMO gap is 8.007 eV. The value obtained for the energy above the lowest of the compared OMol25 structures with the same formula, charge and spin is 0.000 eV. As for the lowest unoccupied orbital energy: 1.87 eV.


Record 3
C24H70HgN2O22S as an isolated structure in a non-equilibrium geometry, computed with ωB97M-V/def2-TZVPD.

XYZ file:
```
120
C24H70HgN2O22S | the OMol25 dataset | ωB97M-V/def2-TZVPD
Hg 3.6273 0.7768 -2.2975
S 0.7215 0.7309 0.1264
O 2.1491 0.7397 0.4452
O 0.8574 1.0114 -1.2850
O 0.1536 -0.6027 0.3143
O 0.1032 1.8039 0.8736
C 2.3380 0.3447 -6.2486
C 3.5868 1.2055 -6.4834
O 4.2065 1.6613 -5.2942
O 2.4874 -0.6325 -5.1884
H 2.1161 -0.2534 -7.1324
H 1.4768 0.9605 -5.9894
H 3.3341 2.0056 -7.1792
H 4.3722 0.6704 -7.0172
H 4.8528 2.3084 -5.5859
H 1.6280 -1.0095 -4.9862
C 5.0308 4.4902 -1.4583
C 5.5973 3.7655 -0.2448
O 5.7197 2.3513 -0.4630
O 3.7859 3.9554 -1.7353
H 5.6939 4.3656 -2.3144
H 4.8506 5.5411 -1.2320
H 5.0534 3.9559 0.6804
H 6.5645 4.1618 0.0645
H 6.0483 1.9697 0.3543
H 3.1481 4.6683 -1.8160
C -2.6843 5.2137 -4.7502
C -2.1900 3.8028 -4.1943
O -0.8360 3.8213 -4.0419
O -2.1101 5.3562 -6.0819
H -2.3661 6.0577 -4.1384
H -3.7593 5.2386 -4.9289
H -2.4257 2.8651 -4.6974
H -2.6423 3.7000 -3.2079
H -0.6645 3.0194 -3.5428
H -1.1721 5.1865 -5.9684
C -2.0868 2.5525 5.3233
C -2.9582 2.1971 6.5975
O -4.3438 2.3958 6.3415
O -2.2331 1.6656 4.2003
H -1.0296 2.5839 5.5868
H -2.3615 3.5533 4.9901
H -2.6499 2.7524 7.4833
H -2.7595 1.1671 6.8937
H -4.9485 2.1641 7.0502
H -1.6589 1.8972 3.4666
C 1.5899 -4.7933 2.1088
C 3.0304 -5.2869 2.3202
O 3.3541 -6.3687 1.4445
O 1.3337 -4.4617 0.7620
H 1.3117 -3.8874 2.6473
H 0.7931 -5.4908 2.3669
H 3.0202 -5.7237 3.3188
H 3.8312 -4.5511 2.3939
H 2.5769 -6.5278 0.9039
H 0.9957 -3.5636 0.7354
C 6.3452 -2.2698 -1.8871
C 5.1567 -3.1194 -2.0237
O 3.9965 -2.4563 -1.7293
O 6.2249 -1.2557 -2.8471
H 7.2852 -2.8061 -2.0170
H 6.4085 -1.7764 -0.9172
H 5.3446 -3.9815 -1.3836
H 5.0507 -3.5563 -3.0166
H 3.4134 -3.0914 -1.3070
H 6.9640 -1.3472 -3.4528
C -0.3944 6.3425 0.8848
C 0.7007 6.1929 1.9921
O 1.4893 4.9661 1.8840
O -1.3465 5.3310 1.0373
H 0.1134 6.0934 -0.0470
H -0.9134 7.2999 0.9313
H 0.2550 6.2320 2.9861
H 1.4524 6.9814 1.9574
H 0.8918 4.2555 1.6400
H -0.8522 4.5089 1.0755
C 3.9448 -0.4922 4.3729
C 3.2262 0.8525 4.6544
O 3.9077 2.0278 4.2931
O 4.4487 -0.5091 3.0741
H 3.3250 -1.3567 4.6107
H 4.7993 -0.5828 5.0434
H 2.9159 0.8150 5.6986
H 2.3052 0.8532 4.0714
H 3.5410 2.4057 3.4905
H 3.7900 -0.1671 2.4652
C -4.1786 -4.8016 2.3679
C -4.3299 -3.3519 2.8702
C -5.3679 -3.2411 4.0165
O -6.7010 -3.6858 3.6196
C -7.7911 -3.5098 4.5257
N -3.0337 -2.9256 3.3905
H -3.7470 -5.4128 3.1606
H -3.6111 -4.7833 1.4375
H -5.1120 -5.2734 2.0610
H -4.6318 -2.6794 2.0674
H -5.4023 -2.2189 4.3933
H -5.0782 -3.8667 4.8608
H -7.7322 -4.2255 5.3458
H -8.8097 -3.6775 4.1759
H -7.7857 -2.5152 4.9717
H -2.4839 -2.8028 2.5522
H -3.1288 -1.9685 3.6989
C -3.3118 -2.4626 -5.1171
C -3.1356 -1.9596 -3.6767
C -4.0440 -2.6199 -2.6863
O -5.3872 -2.1449 -2.8016
C -6.3875 -2.6786 -1.9306
N -1.7160 -2.3676 -3.4373
H -3.3342 -3.5523 -5.1296
H -2.6179 -2.1269 -5.8877
H -4.2953 -2.1345 -5.4535
H -3.2483 -0.8816 -3.5606
H -3.5777 -2.3797 -1.7308
H -3.9427 -3.7024 -2.7643
H -6.4092 -3.7619 -2.0490
H -7.3824 -2.3666 -2.2481
H -6.3175 -2.3121 -0.9064
H -1.7965 -3.3743 -3.4530
H -1.4206 -2.1046 -2.5079
```

Its charge is 0. The HOMO energy is -8.9 eV. The value obtained for the HOMO-LUMO gap is 4.182 eV. The value obtained for the energy above the lowest of the compared OMol25 structures with the same formula, charge and spin is 6.793 eV. As for the lowest unoccupied orbital energy: -4.67 eV.


Record 4
A 7-piece molecular cluster, C24H72BF4N6O6 overall in a non-equilibrium geometry, computed with ωB97M-V/def2-TZVPD.

XYZ file:
```
113
C24H72BF4N6O6 | the OMol25 dataset | ωB97M-V/def2-TZVPD
B -0.1733 -0.3798 -0.1560
F -0.4445 -1.2291 -1.2554
F 0.3714 0.7817 -0.6747
F -1.2671 -0.1121 0.6197
F 0.7584 -0.9828 0.6635
C 1.5345 -1.8447 4.5104
C 2.7650 -2.3132 3.6670
C 3.4649 -3.6183 4.1094
O 4.0954 -4.3923 3.0846
C 5.5046 -4.4217 3.1831
N 2.3471 -2.4364 2.1615
H 3.1099 -2.7947 1.6048
H 1.5264 -3.0085 2.0230
H 2.0611 -1.5534 1.7634
H 0.7187 -2.5641 4.4396
H 1.3446 -0.8144 4.2096
H 1.7998 -1.8826 5.5669
H 3.6058 -1.6200 3.6904
H 2.7897 -4.3866 4.4861
H 4.0383 -3.4485 5.0207
H 5.8469 -4.0318 4.1417
H 5.8486 -3.7472 2.3990
H 5.8947 -5.3972 2.8928
C -4.8863 -3.0689 2.7783
C -3.7674 -2.1740 3.4127
C -2.8490 -2.9839 4.4266
O -3.5422 -3.4411 5.5227
C -3.7242 -2.6337 6.6501
N -2.8702 -1.5280 2.3866
H -2.4160 -2.1455 1.7289
H -3.4585 -0.9573 1.7964
H -2.1148 -1.0376 2.8437
H -5.6309 -2.5243 2.1976
H -5.4502 -3.6164 3.5335
H -4.5214 -3.8250 2.0831
H -4.1307 -1.3397 4.0128
H -1.9936 -2.4178 4.7951
H -2.3781 -3.8411 3.9455
H -2.8847 -2.6266 7.3454
H -4.5911 -2.9869 7.2086
H -3.7881 -1.5763 6.3934
C 0.6874 2.3212 2.1617
C -0.6673 3.1211 2.0650
C -0.4853 4.6186 1.7826
O -1.6634 5.3364 2.0888
C -1.7267 6.7211 1.6993
N -1.5668 2.5422 0.9810
H -1.2836 1.5760 0.9007
H -2.5503 2.6544 1.1816
H -1.3723 3.0313 0.1190
H 0.4576 1.3224 2.5330
H 1.3716 2.7700 2.8818
H 1.2940 2.2812 1.2570
H -1.1974 2.9783 3.0066
H -0.0992 4.8170 0.7828
H 0.2071 4.9903 2.5379
H -0.9330 7.2825 2.1922
H -2.6682 7.1198 2.0770
H -1.7433 6.8639 0.6188
C -4.0254 0.8673 -1.5256
C -3.6533 0.7516 -2.9606
C -4.1557 1.9089 -3.8155
O -4.0618 1.5158 -5.1362
C -3.2096 2.3524 -5.9457
N -2.1017 0.6664 -3.1598
H -1.7295 0.3014 -4.0249
H -1.5506 1.4959 -2.9918
H -1.8164 -0.0411 -2.4979
H -5.0841 0.6182 -1.4523
H -3.8953 1.8479 -1.0678
H -3.6440 0.0719 -0.8853
H -3.9780 -0.2318 -3.3004
H -3.6508 2.8444 -3.5747
H -5.2137 2.0537 -3.5969
H -3.3024 3.3914 -5.6297
H -3.4031 2.2002 -7.0075
H -2.1568 2.2142 -5.6992
C 2.9481 0.8828 -2.0973
C 2.8646 2.3685 -2.2416
C 4.2620 3.0562 -2.1758
O 4.1520 4.4498 -2.4207
C 3.7884 5.1736 -1.2662
N 2.3270 2.7694 -3.6264
H 1.3859 2.4131 -3.5396
H 2.1874 3.7145 -3.9542
H 2.7141 2.2330 -4.3897
H 2.0208 0.3103 -2.0747
H 3.4500 0.5844 -1.1769
H 3.5655 0.4977 -2.9088
H 2.2137 2.8761 -1.5297
H 4.9969 2.6837 -2.8894
H 4.7136 2.9111 -1.1944
H 2.9998 4.6618 -0.7146
H 3.3004 6.0592 -1.6731
H 4.5714 5.4926 -0.5782
C -0.7576 -3.7025 -3.1689
C 0.7869 -3.4862 -3.1741
C 1.3443 -2.2822 -3.9593
O 2.7706 -2.2527 -3.9393
C 3.4086 -1.3667 -4.8242
N 1.2958 -3.3460 -1.6918
H 2.2997 -3.3012 -1.5903
H 0.9478 -2.5071 -1.2500
H 0.9065 -4.1009 -1.1452
H -1.0512 -4.6836 -2.7956
H -1.1954 -3.7361 -4.1665
H -1.2391 -3.0331 -2.4561
H 1.2061 -4.4316 -3.5186
H 0.9853 -1.3665 -3.4895
H 1.1140 -2.4232 -5.0153
H 2.8894 -0.4104 -4.8870
H 3.4384 -1.7916 -5.8275
H 4.4159 -1.1706 -4.4566
```

Its charge is +6. The HOMO energy (spin up / spin down) is -21.8 / -21.8 eV. The value obtained for the HOMO-LUMO gap (spin up / spin down) is 6.783 / 1.926 eV. Its expectation value of S² is 0.75. The spin multiplicity is 2. As for the lowest unoccupied orbital energy (spin up / spin down): -15.06 / -19.92 eV.